w | 15
Properties=species:S:1:pos:R:3 method="wB97M-V/def2-TZVPD" smiles=O.O.O.O.O e_lumo_ev=-0.2 total_charge=0
O -1.357 3.236 1.522
H -0.826 2.678 0.938
H -0.714 3.664 2.097
O -1.027 -2.296 -0.534
H -1.723 -2.965 -0.513
H -0.270 -2.719 -0.108
O 1.917 1.251 1.649
H 1.228 1.073 0.984
H 2.011 0.431 2.145
O 1.021 -1.675 -3.002
H 1.252 -1.229 -2.180
H 0.581 -2.486 -2.726
O -0.486 0.627 0.088
H -0.422 -0.330 0.205
H -1.185 0.740 -0.567

x | 15
Properties=species:S:1:pos:R:3 method="wB97M-V/def2-TZVPD" smiles=O.O.O.O.O e_lumo_ev=0.3 total_charge=0
O -0.718 -1.749 -2.001
H -0.860 -0.965 -1.442
H -0.737 -1.413 -2.904
O 0.928 -1.458 1.285
H 1.850 -1.637 1.057
H 0.617 -2.237 1.758
O 1.741 1.971 -1.990
H 1.721 1.648 -2.897
H 1.048 1.468 -1.518
O -0.122 0.567 -0.304
H -0.717 0.948 0.355
H 0.284 -0.191 0.168
O -1.328 0.998 2.635
H -1.965 1.722 2.608
H -1.742 0.328 3.191

x has the most favorable energy; the next structure is 0.0118 hartree above.

w | 15
Properties=species:S:1:pos:R:3 method="wB97M-V/def2-TZVPD" smiles=O.O.O.O.O e_lumo_ev=0.2 total_charge=0
O -1.786 -1.787 1.638
H -2.517 -1.695 1.027
H -2.193 -2.073 2.457
O 1.640 -0.554 -4.375
H 2.561 -0.345 -4.529
H 1.583 -0.707 -3.432
O -2.152 4.305 2.093
H -2.667 3.578 2.441
H -1.281 3.935 1.947
O 1.532 -2.999 -0.243
H 0.855 -2.561 0.272
H 2.185 -3.271 0.402
O 0.584 1.634 0.360
H 0.213 0.830 -0.004
H 1.442 1.712 -0.056

x | 15
Properties=species:S:1:pos:R:3 method="wB97M-V/def2-TZVPD" smiles=O.O.O.O.O e_lumo_ev=0.0 total_charge=0
O 1.054 0.814 -0.493
H 1.858 1.309 -0.682
H 1.109 0.046 -1.072
O 1.924 -3.034 -2.130
H 1.324 -2.455 -1.646
H 2.091 -3.761 -1.519
O -3.194 -0.462 -1.386
H -3.719 -0.530 -2.192
H -3.183 -1.360 -1.037
O 0.689 1.876 1.213
H 0.671 2.219 0.312
H 1.169 1.043 1.137
O -0.379 1.627 3.430
H -0.983 0.892 3.586
H -0.432 1.777 2.480

y | 15
Properties=species:S:1:pos:R:3 method="wB97M-V/def2-TZVPD" smiles=O.O.O.O.O e_lumo_ev=-0.1 total_charge=0
O -6.311 29.274 6.503
H -5.478 29.737 6.561
H -6.288 28.839 5.648
O -10.070 29.229 5.950
H -9.216 29.645 5.998
H -10.258 28.945 6.818
O -11.845 27.725 4.021
H -11.341 27.399 3.277
H -11.321 28.395 4.407
O -9.082 28.956 2.565
H -9.105 28.941 3.539
H -8.659 29.735 2.244
O -7.750 28.029 8.464
H -7.437 28.410 7.669
H -8.401 27.325 8.166

z | 15
Properties=species:S:1:pos:R:3 method="wB97M-V/def2-TZVPD" smiles=O.O.O.O.O e_lumo_ev=0.4 total_charge=0
O 1.045 2.548 -0.825
H 0.438 2.012 -0.315
H 1.508 3.073 -0.172
O -0.070 -1.272 -1.815
H 0.124 -0.563 -2.428
H 0.556 -1.961 -2.040
O -0.265 0.729 0.574
H -0.168 -0.132 0.166
H -0.135 0.567 1.508
O 0.878 0.563 3.450
H 1.833 0.614 3.482
H 0.594 1.467 3.311
O -2.277 -2.656 -1.294
H -2.624 -2.774 -2.178
H -1.436 -2.217 -1.423

z has the most favorable energy; the next structure is 0.0089 hartree above.

w | 15
Properties=species:S:1:pos:R:3 method="wB97M-V/def2-TZVPD" smiles=O.O.O.O.O e_lumo_ev=0.0 total_charge=0
O -0.628 0.148 1.160
H -0.998 -0.314 0.398
H -0.515 -0.544 1.821
O 2.847 2.782 -0.471
H 3.491 2.275 0.036
H 2.020 2.302 -0.347
O 1.298 -0.332 0.111
H 0.629 -1.021 0.033
H 0.833 0.399 0.532
O 2.464 -2.476 -0.558
H 2.665 -1.576 -0.839
H 1.649 -2.387 -0.051
O -4.862 0.311 -0.594
H -5.325 -0.527 -0.707
H -5.569 0.961 -0.523

x | 15
Properties=species:S:1:pos:R:3 method="wB97M-V/def2-TZVPD" smiles=O.O.O.O.O e_lumo_ev=0.1 total_charge=0
O -0.625 -1.941 0.460
H -0.112 -1.279 1.010
H -1.347 -2.205 0.980
O -0.476 1.404 -0.278
H 0.299 0.835 -0.597
H -1.171 1.125 -0.847
O 1.608 -0.504 -2.742
H 2.008 -1.330 -2.656
H 2.236 0.155 -3.216
O 2.830 -0.033 3.520
H 2.427 0.422 2.674
H 1.976 -0.384 3.890
O -3.571 1.245 -0.565
H -3.267 0.548 -1.084
H -2.816 1.942 -0.549

x has the most favorable energy; the next structure is 0.0139 hartree above.

w | 15
Properties=species:S:1:pos:R:3 method="wB97M-V/def2-TZVPD" smiles=O.O.O.O.O e_lumo_ev=0.3 total_charge=0
O -0.736 -1.565 -0.499
H 0.031 -2.138 -0.609
H -1.039 -1.747 0.398
O -4.834 0.493 0.105
H -4.327 -0.326 0.081
H -5.690 0.229 0.460
O 2.105 2.137 -0.352
H 2.130 2.808 0.340
H 2.332 1.320 0.106
O -0.485 0.198 -0.162
H -1.415 0.263 -0.408
H -0.083 0.981 -0.554
O 4.307 -0.820 0.120
H 4.105 -1.621 0.616
H 3.598 -0.211 0.359

x | 15
Properties=species:S:1:pos:R:3 method="wB97M-V/def2-TZVPD" smiles=O.O.O.O.O e_lumo_ev=0.1 total_charge=0
O -1.379 0.692 2.015
H -0.645 1.184 1.687
H -1.307 -0.133 1.503
O 3.573 -0.045 0.294
H 3.847 0.449 -0.464
H 3.304 -0.912 -0.032
O -1.965 -1.550 0.453
H -2.763 -1.022 0.401
H -2.142 -2.458 0.636
O -0.154 2.307 -1.443
H -0.089 1.377 -1.357
H -0.108 2.543 -0.534
O -0.081 -0.452 -1.098
H -0.799 -1.021 -0.810
H 0.702 -0.966 -1.246

y | 15
Properties=species:S:1:pos:R:3 method="wB97M-V/def2-TZVPD" smiles=O.O.O.O.O e_lumo_ev=0.2 total_charge=0
O 2.457 0.981 0.883
H 2.072 1.778 1.198
H 2.743 0.467 1.638
O -1.976 -0.119 0.733
H -1.778 0.414 1.514
H -1.343 0.141 0.105
O -0.356 -3.006 0.430
H 0.456 -2.670 0.762
H -0.389 -4.003 0.292
O -1.316 2.451 -1.604
H -2.057 2.346 -2.226
H -0.695 1.759 -1.757
O 0.408 0.001 -0.732
H 0.606 -0.890 -0.948
H 1.169 0.352 -0.289

z | 15
Properties=species:S:1:pos:R:3 method="wB97M-V/def2-TZVPD" smiles=O.O.O.O.O e_lumo_ev=0.2 total_charge=0
O 17.844 2.065 -8.069
H 18.005 1.126 -8.163
H 17.465 2.329 -8.907
O 16.090 6.368 -6.943
H 16.024 5.440 -6.716
H 16.402 6.371 -7.848
O 15.277 3.488 -6.555
H 15.388 2.562 -6.771
H 14.607 3.798 -7.165
O 13.107 4.787 -8.145
H 12.347 5.081 -7.643
H 13.256 5.483 -8.785
O 18.341 1.492 -5.575
H 17.668 1.850 -4.997
H 18.198 1.932 -6.413

z has the most favorable energy; the next structure is 0.0062 hartree above.

w | 15
Properties=species:S:1:pos:R:3 method="wB97M-V/def2-TZVPD" smiles=O.O.O.O.O e_lumo_ev=0.4 total_charge=0
O 3.581 -4.544 -2.764
H 4.189 -3.936 -3.184
H 4.007 -4.777 -1.939
O -4.655 4.063 2.659
H -4.308 3.250 2.293
H -3.993 4.345 3.290
O -3.906 -0.475 0.802
H -4.250 -0.982 0.067
H -3.578 -1.134 1.415
O 4.536 1.890 -0.126
H 3.697 1.481 -0.337
H 4.508 2.021 0.822
O 0.268 -0.126 -1.179
H -0.623 -0.051 -0.839
H 0.527 -1.026 -0.980

x | 15
Properties=species:S:1:pos:R:3 method="wB97M-V/def2-TZVPD" smiles=O.O.O.O.O e_lumo_ev=0.0 total_charge=0
O -0.248 -2.921 0.611
H -0.058 -1.969 0.608
H -0.492 -3.123 1.519
O -1.276 2.288 -2.661
H -1.233 2.334 -1.694
H -2.073 2.764 -2.910
O -0.936 2.811 0.208
H -1.102 3.724 -0.051
H -1.719 2.545 0.703
O 0.489 -0.212 0.151
H 0.921 0.307 0.838
H -0.073 0.413 -0.318
O 2.897 -2.733 1.059
H 2.888 -3.680 1.223
H 2.014 -2.547 0.716

x has the most favorable energy; the next structure is 0.0190 hartree above.

w | 15
Properties=species:S:1:pos:R:3 method="wB97M-V/def2-TZVPD" smiles=O.O.O.O.O e_lumo_ev=0.4 total_charge=0
O 0.350 2.604 -1.664
H -0.154 3.418 -1.684
H 0.080 2.135 -2.454
O 1.091 5.269 1.420
H 1.141 4.384 1.059
H 1.558 5.814 0.787
O -0.165 -1.061 0.014
H 0.560 -1.660 -0.167
H 0.209 -0.189 -0.106
O 1.855 -6.310 -1.382
H 1.628 -6.229 -0.456
H 1.807 -7.250 -1.559
O -3.314 -0.274 2.452
H -4.077 -0.264 1.875
H -2.568 -0.386 1.863

x | 15
Properties=species:S:1:pos:R:3 method="wB97M-V/def2-TZVPD" smiles=O.O.O.O.O e_lumo_ev=0.2 total_charge=0
O -33.700 -11.291 -9.547
H -33.791 -12.097 -10.064
H -34.353 -11.371 -8.841
O -32.476 -9.097 -7.742
H -32.614 -9.622 -6.948
H -33.176 -9.384 -8.342
O -38.498 -7.638 -5.917
H -37.695 -7.677 -6.453
H -38.574 -6.717 -5.653
O -35.741 -9.529 -8.028
H -36.603 -9.895 -8.248
H -35.899 -8.599 -7.803
O -35.836 -6.783 -7.223
H -34.982 -6.771 -6.772
H -36.102 -5.860 -7.290

y | 15
Properties=species:S:1:pos:R:3 method="wB97M-V/def2-TZVPD" smiles=O.O.O.O.O e_lumo_ev=0.0 total_charge=0
O 2.200 -2.953 1.179
H 1.921 -3.870 0.941
H 2.459 -2.641 0.242
O 0.188 0.045 -0.611
H 0.364 -0.622 -1.356
H -0.712 0.131 -0.607
O -1.265 -1.283 -2.280
H -1.332 -2.259 -1.894
H -2.120 -1.289 -2.748
O -1.636 3.663 0.334
H -2.138 2.925 0.660
H -1.117 3.841 1.116
O 0.773 1.630 1.791
H 1.660 1.834 2.089
H 0.755 0.849 1.144

x has the most favorable energy; the next structure is 0.0135 hartree above.

w | 15
Properties=species:S:1:pos:R:3 method="wB97M-V/def2-TZVPD" smiles=O.O.O.O.O e_lumo_ev=-0.1 total_charge=0
O -3.011 0.596 -0.586
H -2.194 0.113 -0.358
H -3.234 -0.086 -1.146
O 0.455 0.074 0.190
H 1.366 0.550 0.311
H 0.187 -0.534 -0.521
O 0.154 -0.387 2.875
H 0.869 -0.948 2.907
H 0.055 -0.270 1.824
O 1.976 2.389 0.582
H 1.767 2.458 -0.431
H 1.006 2.491 0.720
O 0.415 -1.897 -1.956
H -0.440 -1.714 -2.318
H 0.630 -2.837 -2.094

x | 15
Properties=species:S:1:pos:R:3 method="wB97M-V/def2-TZVPD" e_lumo_ev=0.0 total_charge=0
O 1.125 0.175 1.603
H 1.905 0.644 1.899
H 1.402 -0.740 1.550
O -1.100 -1.262 -1.205
H -0.432 -1.459 -1.862
H -1.381 -2.119 -0.884
O 0.042 0.573 -0.441
H -0.357 -0.297 -0.449
H 0.364 0.681 0.454
O -1.163 0.709 1.797
H -1.390 0.881 2.711
H -0.254 0.999 1.718
O 0.315 0.663 -2.574
H 0.008 0.635 -1.668
H 0.913 -0.081 -2.647

w has the most favorable energy; the next structure is 0.0663 hartree above.

w | 15
Properties=species:S:1:pos:R:3 method="wB97M-V/def2-TZVPD" smiles=O.O.O.O.O e_lumo_ev=0.2 total_charge=0
O -1.175 0.217 0.473
H -1.745 0.111 1.235
H -1.203 -0.618 -0.053
O -1.639 -2.298 -0.671
H -2.562 -2.052 -0.562
H -1.508 -2.265 -1.626
O 0.084 0.237 -1.923
H -0.464 0.839 -1.406
H 0.628 -0.075 -1.186
O 2.665 0.325 -0.053
H 2.030 0.699 0.575
H 3.298 0.984 -0.326
O 0.891 1.524 1.815
H 0.229 1.267 1.136
H 0.470 1.106 2.573

x | 15
Properties=species:S:1:pos:R:3 method="wB97M-V/def2-TZVPD" smiles=O.O.O.O.O e_lumo_ev=0.4 total_charge=0
O 8.204 -19.428 -12.041
H 8.437 -18.709 -12.629
H 7.795 -20.080 -12.610
O 9.297 -22.589 -8.175
H 8.460 -22.892 -8.527
H 9.512 -21.816 -8.698
O 13.026 -18.436 -9.791
H 12.530 -18.831 -10.507
H 13.472 -17.689 -10.191
O 12.158 -18.191 -5.175
H 12.681 -17.980 -5.948
H 12.246 -19.139 -5.076
O 18.733 -18.133 -12.366
H 18.250 -17.337 -12.586
H 19.468 -18.146 -12.978

w has the most favorable energy; the next structure is 0.0224 hartree above.

w | 22
Properties=species:S:1:pos:R:3 method="wB97M-V/def2-TZVPD" smiles=NCCCCC[NH3+] e_lumo_ev=-2.9 total_charge=+1
N -0.494 -1.769 -0.275
C -1.625 -0.957 0.373
C -1.252 0.304 1.223
C -0.096 1.304 0.810
C 1.288 0.625 0.569
C 1.701 0.543 -0.886
N 0.508 0.106 -1.632
H -0.920 -2.575 -0.687
H 0.274 -1.931 0.335
H -2.027 -1.690 1.066
H -2.130 -0.603 -0.512
H -2.120 0.941 1.093
H -1.107 -0.030 2.236
H 0.047 1.819 1.733
H -0.500 1.929 0.002
H 1.929 1.321 1.065
H 1.304 -0.332 1.077
H 2.133 1.442 -1.295
H 2.473 -0.222 -0.921
H -0.189 0.801 -1.703
H 0.671 -0.217 -2.582
H 0.133 -0.809 -1.091

x | 22
Properties=species:S:1:pos:R:3 method="wB97M-V/def2-TZVPD" smiles=CC(C)[C@H]([NH3+])CN e_lumo_ev=-3.1 total_charge=+1
C -0.675 -1.947 -0.252
C -0.796 -0.744 0.680
C -0.332 -1.071 2.124
C -0.096 0.508 0.184
N -0.983 1.235 -0.822
C 1.221 0.320 -0.541
N 1.611 1.595 -1.149
H -0.950 -1.656 -1.274
H -1.384 -2.713 0.035
H 0.317 -2.397 -0.212
H -1.870 -0.522 0.797
H -0.271 -2.134 2.316
H -1.091 -0.778 2.856
H 0.572 -0.537 2.400
H 0.014 1.220 0.995
H -0.346 1.883 -1.324
H -1.744 1.768 -0.411
H -1.317 0.556 -1.504
H 1.151 -0.415 -1.336
H 1.967 -0.075 0.143
H 2.189 2.145 -0.524
H 2.171 1.441 -1.979

y | 22
Properties=species:S:1:pos:R:3 method="wB97M-V/def2-TZVPD" smiles=NCCCCC[NH3+] e_lumo_ev=-3.6 total_charge=+1
N -1.944 0.715 -1.354
C -0.879 0.009 -2.116
C 0.411 0.034 -1.320
C 0.573 -1.174 -0.375
C 0.067 -1.044 1.058
C 1.017 -0.277 1.982
N 0.780 1.207 1.949
H -2.714 0.948 -1.974
H -1.562 1.628 -1.113
H -0.755 0.392 -3.132
H -1.235 -1.011 -2.204
H 1.272 0.032 -1.981
H 0.471 0.950 -0.722
H 1.602 -1.553 -0.313
H 0.011 -2.010 -0.792
H -0.953 -0.645 1.085
H 0.097 -2.058 1.440
H 2.010 -0.479 1.583
H 0.949 -0.585 3.019
H -0.207 1.396 2.137
H 0.980 1.624 1.038
H 1.363 1.661 2.653

x has the most favorable energy; the next structure is 0.0262 hartree above.

w | 29
Properties=species:S:1:pos:R:3 method="wB97M-V/def2-TZVPD" e_lumo_ev="0.4 / 0.4" total_charge=0
O 4.012 2.317 0.051
N 3.512 1.225 -0.025
N 2.334 1.001 -0.098
C 1.287 0.292 -0.272
C 0.273 0.484 -1.457
C -1.120 0.254 -0.799
C -1.220 -1.223 -0.310
C 0.026 -1.461 0.606
N 0.730 -0.230 0.913
C -0.312 0.712 1.545
C -1.228 1.143 0.419
H 0.421 -0.126 -2.409
H 0.364 1.616 -1.631
H -1.996 0.561 -1.556
H -1.091 -1.954 -1.116
H -2.087 -1.417 0.216
H -0.228 -1.929 1.543
H 0.660 -1.931 -0.066
H 0.222 1.413 2.035
H -0.770 0.046 2.215
H -2.186 1.074 0.820
H -1.107 2.165 0.030
N 3.460 -1.790 0.977
C 3.169 -1.667 -0.157
O 2.858 -1.734 -1.239
H 4.297 -1.612 1.489
O -4.684 1.084 -0.215
H -4.589 1.483 -1.075
H -5.008 0.203 -0.436

x | 29
Properties=species:S:1:pos:R:3 method="wB97M-V/def2-TZVPD" e_lumo_ev=0.0 total_charge=0
C 1.906 0.930 -0.141
C 0.471 1.023 0.365
C -0.580 0.192 -0.324
C -0.570 -1.121 0.502
C 0.366 2.585 0.261
C -0.539 0.234 -1.811
C 0.503 -2.183 0.280
C -1.944 -1.793 0.642
N 0.271 0.560 1.727
N -0.209 -0.554 1.825
N 2.883 1.337 0.673
N -2.297 1.106 0.162
O -2.466 1.133 1.337
O 2.283 0.725 -1.259
O -2.688 1.784 -0.750
H -0.474 2.915 0.706
H 0.288 2.829 -0.771
H 1.229 3.241 0.567
H 0.540 0.355 -2.107
H -1.098 1.139 -2.105
H -0.783 -0.620 -2.318
H 0.611 -2.773 1.264
H 1.385 -1.661 0.109
H 0.271 -2.930 -0.481
H -2.622 -1.630 -0.210
H -2.437 -1.255 1.554
H -1.833 -2.835 1.004
H 2.663 1.710 1.532
H 3.708 1.789 0.288

w has the most favorable energy; the next structure is 0.0111 hartree above.